{"formula": "C3H5Cl3", "method": "ωB97M-V/def2-TZVPD", "e_homo_ev": -10.470, "smiles": "ClCCC(Cl)Cl", "total_charge": 0, "multiplicity": 1, "energy_ha": -1497.82372, "elements": ["Cl", "C", "C", "C", "Cl", "Cl", "H", "H", "H", "H", "H"], "positions_angstrom": [[2.503, 0.093, -0.405], [1.334, -1.018, 0.252], [0.159, -0.472, 1.121], [-1.142, 0.195, 0.623], [-0.756, 1.528, -0.065], [-1.980, -0.909, -0.531], [1.880, -1.826, 0.662], [0.856, -1.565, -0.701], [0.759, 0.228, 1.811], [0.078, -1.339, 1.833], [-1.720, 0.170, 1.433]], "atomic_forces_ev_per_a": [[0.51, 0.89, -0.10], [-3.45, -1.26, -3.78], [3.53, -1.02, 2.64], [2.63, -7.39, -0.01], [1.12, 7.26, -3.21], [-0.26, -0.44, -0.11], [0.37, -0.44, 1.20], [0.85, 1.26, 1.88], [-1.43, -0.25, -0.86], [-1.12, 0.65, -0.73], [-2.74, 0.74, 3.08]], "nbo_charge": [-0.041, -0.410, -0.446, -0.287, 0.136, -0.073, 0.223, 0.220, 0.229, 0.233, 0.215]}